Molecular formula: C6H7N2O3
Method: DFT, the ωB97M-V functional and the def2-TZVPD basis

XYZ file:
```
18
Properties=species:S:1:pos:R:3:nbo_charge:R:1
C 1.06 0.17 0.87 -0.24
C 0.20 1.15 1.14 -0.17
C 0.91 -0.37 -0.53 -0.12
C -0.69 1.44 -0.02 0.00
C -0.61 -0.83 -0.66 -0.43
C -1.60 0.19 -0.04 -0.09
N 1.33 0.77 -1.44 -0.32
N -2.89 0.21 -0.34 0.44
O 0.16 1.69 -1.21 -0.45
O -3.44 -0.85 -0.73 -0.59
O -3.56 1.25 -0.11 -0.59
H 1.77 -0.25 1.55 0.19
H 0.10 1.66 2.08 0.20
H 1.57 -1.22 -0.73 0.19
H -1.26 2.37 0.05 0.23
H -0.85 -0.98 -1.72 0.20
H -0.68 -1.81 -0.17 0.20
H 1.18 0.48 -2.41 0.33
```

Output
Total charge: -1
Gap between HOMO and LUMO in eV: 6.96
Lowest unoccupied orbital energy in eV: 3.8
Multiplicity: 1

***

Molecular formula: C6H7N3O
Method: DFT, the ωB97M-V functional and the def2-TZVPD basis

XYZ file:
```
17
Properties=species:S:1:pos:R:3:nbo_charge:R:1
C 3.08 -0.47 0.62 -0.09
C 2.16 -0.90 -0.50 -0.30
C -0.25 -0.85 -0.51 0.15
C -1.59 -0.26 -0.57 -0.47
C -1.35 1.15 -0.31 0.27
C -2.74 -0.65 0.32 0.28
H 1.39 0.95 0.80 0.48
H 4.33 -0.62 0.09 0.22
H 2.88 -1.14 1.61 0.20
H 2.06 -1.99 -0.33 0.19
H 2.46 -0.60 -1.50 0.23
H -0.39 -1.94 -0.83 0.17
H -1.84 -0.37 -1.63 0.30
N 0.85 -0.19 -0.61 -0.38
N -1.33 2.30 -0.25 -0.24
N -3.51 -0.91 1.11 -0.25
O 2.65 1.15 0.71 -0.75
```

Output
Total charge: 0
Gap between HOMO and LUMO in eV: 10.00
Lowest unoccupied orbital energy in eV: -0.2
Multiplicity: 1

***

Calculated HOMO energy, -3.202, -10.203 eV (same order as the records).
Calculated ΔE to the lowest compared entry with this formula, charge and spin, 135.88, 147.81 kcal/mol (same order as the records).